This record from the Open Molecules 2025 dataset describes 24 unconnected molecules or ions with the total composition C78H217N13O37 at a distorted geometry. The level of theory is wB97M-V/def2-TZVPD.

For the LUMO energy, the calculation gives 0.25 eV. The value obtained for the frontier orbital gap is 8.53 eV. The largest force on an atom comes out at 3.24 eV Å⁻¹.

The geometry in ORCA input format:
```
! RIJCOSX wB97M-V def2-TZVPD def2/J DEFGRID3
* xyz 0 1
O 1.667 17.860 0.811
H 2.492 18.023 1.269
H 1.127 18.624 1.012
O 0.402 27.742 5.245
H -0.347 28.198 4.861
H 1.058 27.728 4.547
O -1.406 16.732 10.591
H -0.731 17.260 10.164
H -1.570 16.013 9.981
O -3.975 13.439 9.001
H -4.479 12.631 8.903
H -4.493 13.973 9.604
O 1.824 20.489 10.084
H 1.017 20.475 10.597
H 1.934 21.407 9.835
O -1.349 14.476 9.044
H -2.247 14.206 8.854
H -0.805 13.790 8.657
O -5.565 14.938 10.891
H -6.031 14.489 11.596
H -5.724 15.868 11.053
O -4.044 15.258 2.547
H -4.713 15.204 3.229
H -3.462 15.961 2.835
O 0.775 17.942 9.109
H 1.434 18.574 9.396
H 0.267 18.409 8.445
O -2.913 15.280 12.370
H -3.589 14.935 11.787
H -2.267 15.672 11.784
O 2.152 27.586 3.278
H 1.754 26.902 2.740
H 3.038 27.681 2.928
C 0.278 24.761 3.125
O 1.220 25.338 2.239
C 2.303 24.405 2.057
C 3.373 24.983 1.066
N 4.031 26.208 1.526
C 5.024 25.967 2.589
C 5.567 27.236 3.331
O 6.272 28.149 2.522
C 7.349 28.940 3.084
H 0.037 25.618 3.753
H 0.565 23.996 3.847
H -0.618 24.533 2.548
H 1.830 23.521 1.628
H 2.767 24.064 2.983
H 2.817 25.127 0.139
H 4.208 24.341 0.787
H 4.570 26.576 0.755
H 5.851 25.428 2.128
H 4.594 25.322 3.355
H 5.993 27.023 4.311
H 4.709 27.828 3.650
H 7.135 29.664 3.870
H 7.865 29.553 2.346
H 7.969 28.125 3.458
C 0.654 16.326 5.860
O -0.060 17.320 5.116
C -0.248 16.985 3.786
C -1.242 17.876 3.006
N -2.606 17.665 3.531
C -3.530 18.626 2.858
C -4.897 18.570 3.548
O -4.861 19.206 4.797
C -6.106 19.327 5.359
H 0.110 15.382 5.895
H 0.708 16.678 6.891
H 1.651 16.104 5.479
H -0.709 15.998 3.748
H 0.640 16.731 3.206
H -1.232 17.667 1.936
H -0.957 18.923 3.107
H -2.587 18.095 4.445
H -3.766 18.426 1.812
H -3.068 19.613 2.848
H -5.365 17.589 3.624
H -5.607 19.124 2.933
H -6.652 18.406 5.566
H -6.729 20.096 4.902
H -5.860 19.643 6.373
C -1.143 27.265 8.594
O -1.804 26.160 9.265
C -3.110 26.605 9.444
C -3.813 25.710 10.534
N -5.258 26.003 10.556
C -5.922 25.555 9.381
C -5.923 24.035 9.095
O -6.820 23.705 7.990
C -6.758 22.287 7.603
H -1.132 28.117 9.273
H -1.672 27.678 7.735
H -0.102 27.162 8.285
H -3.498 26.578 8.426
H -3.107 27.653 9.745
H -3.289 25.871 11.477
H -3.645 24.662 10.287
H -5.319 27.007 10.656
H -5.581 26.048 8.471
H -6.980 25.805 9.471
H -6.183 23.531 10.026
H -4.939 23.644 8.837
H -7.154 21.731 8.453
H -5.717 21.977 7.507
H -7.256 22.080 6.656
C -1.824 19.580 15.201
O -1.569 20.280 14.011
C -1.119 19.435 12.935
C -1.233 20.131 11.570
N -0.388 21.375 11.443
C -0.972 22.097 10.364
C -0.383 23.496 10.238
O 0.980 23.572 9.703
C 1.377 24.882 9.248
H -2.759 19.077 14.956
H -1.952 20.247 16.054
H -1.004 18.892 15.406
H -1.696 18.514 12.854
H -0.068 19.227 13.135
H -2.298 20.305 11.416
H -0.884 19.388 10.854
H -0.470 21.943 12.275
H -2.023 22.317 10.554
H -0.852 21.568 9.418
H -0.453 23.936 11.233
H -1.031 24.142 9.647
H 2.460 25.003 9.242
H 0.914 25.602 9.923
H 0.956 24.886 8.242
C -0.810 24.093 -0.558
O -1.560 23.390 0.432
C -2.912 23.411 0.126
C -3.647 22.763 1.287
N -3.280 23.360 2.615
C -3.451 22.360 3.652
C -3.184 22.986 5.036
O -1.864 23.605 5.075
C -1.478 24.436 6.179
H -0.552 23.404 -1.362
H 0.164 24.356 -0.146
H -1.241 24.995 -0.994
H -3.114 23.011 -0.868
H -3.309 24.425 0.171
H -3.245 21.752 1.216
H -4.723 22.629 1.174
H -2.305 23.610 2.531
H -2.675 21.594 3.662
H -4.444 21.911 3.659
H -3.301 22.272 5.851
H -3.920 23.757 5.265
H -1.808 23.947 7.096
H -2.130 25.295 6.016
H -0.419 24.693 6.148
C 7.439 18.708 2.665
O 6.603 18.442 1.553
C 5.692 17.345 1.647
C 4.590 17.686 2.703
N 3.834 18.827 2.213
C 2.971 19.481 3.193
C 2.334 20.668 2.527
O 1.077 20.203 2.061
C 0.054 21.185 1.870
H 8.087 17.842 2.801
H 6.820 18.957 3.526
H 8.057 19.545 2.341
H 6.142 16.409 1.979
H 5.264 17.069 0.684
H 4.990 17.843 3.705
H 3.786 16.968 2.864
H 4.505 19.441 1.774
H 3.465 19.816 4.105
H 2.180 18.764 3.416
H 2.905 21.126 1.720
H 2.231 21.457 3.272
H -0.858 20.680 1.552
H 0.295 21.782 0.991
H -0.187 21.790 2.744
C -9.575 18.740 8.066
O -8.412 19.091 8.696
C -8.119 18.269 9.801
C -6.834 18.732 10.478
N -6.518 17.914 11.649
C -5.237 18.322 12.271
C -5.293 19.717 12.916
O -4.964 20.674 11.844
C -4.623 21.981 12.306
H -9.563 19.175 7.066
H -10.456 19.075 8.613
H -9.714 17.669 7.919
H -8.115 17.213 9.528
H -8.958 18.357 10.491
H -6.968 19.780 10.749
H -6.032 18.574 9.757
H -7.299 17.920 12.288
H -4.468 18.183 11.511
H -5.031 17.620 13.079
H -4.543 19.806 13.701
H -6.271 19.811 13.387
H -4.390 22.654 11.481
H -3.762 21.922 12.972
H -5.471 22.354 12.881
C 6.802 24.676 16.531
O 5.955 25.796 16.340
C 6.512 26.770 15.391
C 5.414 27.540 14.620
N 4.317 26.676 14.075
C 4.815 25.649 13.146
C 3.626 24.932 12.512
O 3.227 23.886 13.371
C 2.082 23.194 12.954
H 7.453 24.976 17.352
H 7.359 24.218 15.713
H 6.274 23.796 16.899
H 7.186 26.276 14.691
H 7.198 27.501 15.818
H 5.857 28.106 13.801
H 4.884 28.209 15.298
H 3.845 26.131 14.782
H 5.607 25.028 13.565
H 5.280 26.350 12.453
H 3.977 24.458 11.595
H 2.797 25.602 12.286
H 2.300 22.508 12.135
H 1.249 23.853 12.708
H 1.668 22.562 13.740
C -5.930 8.097 4.522
O -5.836 9.539 4.576
C -5.110 10.233 3.492
C -4.787 11.661 3.813
N -4.094 11.703 5.116
C -3.842 13.067 5.483
C -5.066 13.976 5.763
O -5.650 14.651 4.605
C -7.015 15.063 4.910
H -5.037 7.564 4.196
H -6.810 7.887 3.914
H -6.248 7.809 5.524
H -5.616 10.128 2.532
H -4.186 9.660 3.419
H -5.728 12.209 3.857
H -4.185 12.059 2.996
H -4.729 11.260 5.765
H -3.215 13.486 4.696
H -3.264 13.011 6.405
H -4.854 14.625 6.613
H -5.903 13.346 6.063
H -7.255 15.684 5.773
H -7.789 14.296 4.902
H -7.218 15.745 4.084
C 2.682 23.273 6.037
O 2.228 21.969 5.744
C 1.130 21.556 6.424
C 0.990 19.988 6.234
N -0.120 19.371 6.941
C -1.377 20.157 6.874
C -2.511 19.312 7.491
O -2.764 18.250 6.611
C -3.727 17.279 7.091
H 3.581 23.497 5.462
H 2.863 23.559 7.073
H 1.901 23.973 5.740
H 0.237 22.094 6.107
H 1.214 21.655 7.506
H 1.880 19.497 6.627
H 0.896 19.859 5.155
H -0.302 18.488 6.486
H -1.709 20.448 5.878
H -1.197 21.099 7.394
H -3.409 19.909 7.655
H -2.143 18.909 8.435
H -4.638 17.813 7.361
H -3.494 16.707 7.989
H -4.060 16.585 6.319
C 7.212 16.189 5.815
O 6.981 15.551 7.028
C 7.134 16.406 8.184
C 5.962 17.490 8.320
N 6.389 18.744 7.564
C 5.255 19.623 7.269
C 4.777 20.429 8.480
O 5.509 21.654 8.670
C 4.927 22.580 9.567
H 8.126 16.781 5.854
H 6.420 16.893 5.560
H 7.407 15.570 4.939
H 8.062 16.977 8.212
H 7.013 15.797 9.080
H 5.691 17.732 9.348
H 5.028 17.119 7.897
H 7.048 19.208 8.172
H 4.391 19.158 6.794
H 5.611 20.323 6.513
H 4.658 19.786 9.352
H 3.802 20.833 8.208
H 3.896 22.810 9.300
H 5.575 23.448 9.689
H 5.020 22.067 10.524
C 6.141 22.582 3.837
O 7.107 22.539 4.870
C 6.797 23.243 6.087
C 8.017 23.317 7.086
N 8.232 22.000 7.569
C 9.243 21.976 8.632
C 9.281 20.589 9.345
O 7.925 20.356 9.883
C 7.785 19.296 10.807
H 5.842 23.602 3.593
H 5.211 22.068 4.076
H 6.553 22.097 2.952
H 5.814 22.921 6.429
H 6.704 24.295 5.815
H 7.880 24.057 7.874
H 8.798 23.723 6.443
H 7.378 21.830 8.081
H 8.924 22.714 9.368
H 10.221 22.153 8.185
H 9.978 20.610 10.183
H 9.503 19.735 8.704
H 8.609 19.182 11.512
H 7.728 18.359 10.254
H 6.832 19.450 11.314
C 7.525 23.456 11.999
O 7.052 24.583 11.253
C 8.042 25.502 10.871
C 7.420 26.751 10.206
N 6.825 26.441 8.930
C 6.544 27.624 8.061
C 5.354 27.393 7.143
O 4.266 27.118 7.952
C 3.097 27.150 7.244
H 8.179 22.872 11.351
H 6.607 23.000 12.369
H 8.072 23.828 12.865
H 8.742 25.093 10.142
H 8.688 25.713 11.723
H 8.331 27.301 9.972
H 6.674 27.209 10.855
H 5.887 26.128 9.136
H 7.426 27.846 7.459
H 6.330 28.499 8.675
H 5.622 26.589 6.457
H 5.198 28.351 6.648
H 3.176 26.493 6.378
H 2.900 28.162 6.892
H 2.296 26.803 7.897
*
```